Record 1
Molecular formula: C17H22N3O4
Method: DFT, ωB97M-V/def2-TZVPD

Summary:
HOMO level (eV): -3.956
SMILES string: CC(C)OC(=O)N(/N=C(\[O-])OC(C)C)[C@@](C)(C#N)c1ccccc1
Maximum force (eV/Å): 4.12

ORCA input file:
```
! RIJCOSX wB97M-V def2-TZVPD def2/J DEFGRID3
* xyz -1 1
C -3.871 1.792 -1.430
C -3.242 0.459 -1.134
C -4.050 -0.401 -0.214
O -1.932 0.786 -0.558
C -0.995 -0.143 -0.831
O -1.165 -1.105 -1.556
N 0.179 0.210 -0.105
N 1.289 -0.411 -0.542
C 2.197 0.584 -0.929
O 2.212 1.760 -0.562
O 3.089 0.061 -1.801
C 4.241 0.955 -2.014
C 4.702 0.703 -3.433
C 5.319 0.664 -1.008
C -0.027 0.389 1.318
C 1.298 0.451 2.046
C -0.786 1.643 1.411
N -1.307 2.681 1.535
C -0.878 -0.792 1.796
C -0.470 -2.085 1.466
C -1.225 -3.182 1.885
C -2.391 -2.975 2.632
C -2.775 -1.683 2.988
C -2.001 -0.585 2.591
H -4.916 1.640 -1.707
H -3.812 2.445 -0.553
H -3.359 2.273 -2.268
H -3.071 -0.093 -2.068
H -5.060 -0.509 -0.619
H -3.600 -1.397 -0.124
H -4.127 0.063 0.778
H 3.887 1.992 -1.906
H 5.682 1.166 -3.588
H 4.792 -0.376 -3.619
H 4.003 1.143 -4.153
H 6.260 1.118 -1.328
H 5.050 1.075 -0.030
H 5.458 -0.422 -0.931
H 1.840 -0.484 1.886
H 1.877 1.306 1.688
H 1.090 0.575 3.115
H 0.439 -2.212 0.869
H -0.883 -4.184 1.622
H -3.001 -3.828 2.928
H -3.673 -1.496 3.581
H -2.288 0.430 2.877
*
```

=====

Record 2
Molecular formula: C40H31CaF10N7O2
Method: DFT, ωB97M-V/def2-TZVPD

Summary:
HOMO level (eV): -1.645
Maximum force (eV/Å): 1.03

ORCA input file:
```
! RIJCOSX wB97M-V def2-TZVPD def2/J DEFGRID3
* xyz -2 1
Ca -0.496 0.000 -0.769
O -1.566 -1.391 0.558
C -1.871 -2.616 0.741
C -2.959 -2.989 1.590
C -3.293 -4.302 1.823
C -2.564 -5.351 1.238
C -1.503 -5.024 0.419
C -1.151 -3.699 0.143
C 0.027 -3.460 -0.670
N 0.434 -2.337 -1.116
C 1.735 -2.329 -1.773
C 1.749 -1.317 -2.904
N 1.372 0.003 -2.416
C 2.033 1.000 -2.870
C 1.758 2.409 -2.672
C 2.676 3.325 -3.208
C 2.482 4.686 -3.148
C 1.301 5.157 -2.543
C 0.379 4.292 -2.013
C 0.564 2.874 -2.026
O -0.292 2.101 -1.486
H -3.516 -2.184 2.057
H -4.129 -4.535 2.475
H -2.821 -6.386 1.430
H -0.906 -5.816 -0.028
H 0.619 -4.361 -0.885
H 2.012 -3.318 -2.160
H 2.486 -2.042 -1.031
H 1.010 -1.622 -3.653
H 2.737 -1.313 -3.381
H 2.897 0.802 -3.520
H 3.576 2.928 -3.673
H 3.212 5.374 -3.554
H 1.120 6.226 -2.490
H -0.521 4.669 -1.540
C -3.290 0.868 2.741
N -2.270 1.311 1.822
C -2.865 1.873 0.608
C -3.567 0.783 -0.247
N -2.790 0.444 -1.439
C -3.201 0.727 -2.661
C -2.407 0.254 -3.757
F -1.311 -0.487 -3.459
C -2.679 0.454 -5.083
F -1.858 -0.053 -6.021
C -3.801 1.163 -5.480
F -4.078 1.378 -6.790
C -4.615 1.648 -4.480
F -5.708 2.358 -4.821
C -4.340 1.442 -3.141
F -5.228 2.007 -2.275
C -1.356 2.203 2.513
C -0.150 2.700 1.739
N 0.718 1.620 1.293
C 1.917 1.960 0.819
C 2.529 3.242 0.655
F 1.878 4.383 0.997
C 3.792 3.428 0.124
F 4.278 4.677 0.006
C 4.573 2.372 -0.292
F 5.808 2.564 -0.811
C 4.040 1.103 -0.153
F 4.762 0.037 -0.550
C 2.790 0.920 0.378
F 2.328 -0.350 0.461
H -3.878 1.718 3.144
H -2.833 0.341 3.583
H -3.984 0.185 2.249
H -2.066 2.301 0.002
H -3.575 2.685 0.860
H -4.590 1.086 -0.458
H -3.606 -0.129 0.350
H -0.983 1.662 3.391
H -1.897 3.097 2.891
H 0.369 3.362 2.444
H -0.476 3.332 0.904
N 1.322 -1.384 3.768
C 0.968 -1.696 2.481
N 1.417 -2.859 2.100
C 2.109 -3.352 3.197
C 2.798 -4.553 3.351
C 3.428 -4.797 4.561
C 3.377 -3.866 5.609
C 2.694 -2.668 5.476
C 2.063 -2.431 4.259
H 1.115 -0.517 4.229
H 0.390 -0.980 1.906
H 2.827 -5.264 2.534
H 3.975 -5.722 4.704
H 3.887 -4.088 6.539
H 2.657 -1.951 6.288
*
```

=====

Record 3
Molecular formula: C2H10NO2
Method: DFT, ωB97M-V/def2-TZVPD

Summary:
HOMO level (eV): -15.974
Maximum force (eV/Å): 5.13
ΔE to the lowest compared entry with this formula, charge and spin (kJ/mol): 207.6

ORCA input file:
```
! RIJCOSX wB97M-V def2-TZVPD def2/J DEFGRID3
* xyz 1 1
C 1.248 -0.675 -0.182
C 0.464 -0.128 -2.279
N 0.281 -0.084 -0.980
H 1.185 -1.878 -0.094
H 1.294 -0.275 0.802
H 2.256 -0.478 -0.713
H 1.246 -0.897 -2.599
H -0.348 -0.256 -2.993
H -0.701 0.254 -0.512
H -0.051 1.753 2.342
H 0.000 0.390 3.061
O -0.243 0.828 2.319
H -2.018 0.979 1.147
H -2.573 -0.144 0.424
O -2.040 0.611 0.255
*
```

=====

Record 4
Molecular formula: C2H3F2PS
Method: DFT, ωB97M-V/def2-TZVPD

Summary:
HOMO level (eV): -9.868
SMILES string: FP(F)S.C#C
Maximum force (eV/Å): 3.34
ΔE to the lowest compared entry with this formula, charge and spin (kJ/mol): 266.1

ORCA input file:
```
! RIJCOSX wB97M-V def2-TZVPD def2/J DEFGRID3
* xyz 0 1
F 1.485 1.065 1.906
P 0.965 0.376 0.557
F 2.270 -0.364 0.210
S 0.113 -1.326 1.659
H -0.591 -0.372 2.164
C -0.830 0.665 -1.833
C -1.446 -0.290 -1.502
H 0.038 1.291 -2.115
H -2.004 -1.043 -1.047
*
```

=====

Record 5
Molecular formula: C28H20F10N4S5SiTa
Method: DFT, ωB97M-V/def2-TZVPD

Summary:
HOMO level (eV): -10.506
Maximum force (eV/Å): 1.10
ΔE to the lowest compared entry with this formula, charge and spin (kJ/mol): 114.8

ORCA input file:
```
! RIJCOSX wB97M-V def2-TZVPD def2/J DEFGRID3
* xyz 1 1
Ta -0.134 -0.280 -0.552
C -3.063 0.068 -5.708
S -1.327 -0.283 -5.393
C -1.222 0.017 -3.692
S 0.366 -0.222 -3.032
N -2.265 0.395 -3.037
N -1.998 0.578 -1.690
C -2.952 1.108 -1.045
C -2.738 1.429 0.353
C -3.699 2.036 1.125
C -3.378 2.387 2.432
C -2.097 2.155 2.886
C -1.182 1.532 2.046
N -1.509 1.143 0.810
H -3.222 -0.197 -6.751
H -3.279 1.122 -5.552
H -3.690 -0.546 -5.066
H -3.874 1.360 -1.555
H -4.676 2.244 0.706
H -4.117 2.855 3.070
H -1.789 2.444 3.883
H -0.162 1.345 2.350
F -3.590 -2.164 5.416
C -2.595 -1.884 4.588
C -2.825 -1.783 3.233
F -4.048 -1.953 2.735
C -1.764 -1.493 2.405
F -2.019 -1.395 1.078
C -0.482 -1.264 2.841
S 0.841 -0.823 1.778
C -0.281 -1.375 4.211
F 0.930 -1.168 4.723
C -1.315 -1.682 5.074
F -1.090 -1.777 6.378
C 3.074 4.446 0.280
Si 4.377 3.321 -0.400
C 5.783 3.206 0.794
C 4.925 3.859 -2.080
C 3.759 1.524 -0.615
C 4.727 0.541 -0.846
C 4.403 -0.798 -1.036
C 3.083 -1.171 -0.988
N 2.130 -0.249 -0.766
C 2.453 1.052 -0.596
S 0.971 1.945 -0.359
H 3.521 5.429 0.467
H 2.679 4.071 1.228
H 2.241 4.586 -0.413
H 6.191 4.201 0.998
H 6.606 2.589 0.419
H 5.445 2.781 1.743
H 5.390 4.851 -2.040
H 4.073 3.915 -2.766
H 5.657 3.164 -2.503
H 5.775 0.828 -0.880
H 5.164 -1.544 -1.218
H 2.770 -2.195 -1.125
F -4.328 -6.100 -0.524
C -3.248 -5.338 -0.610
C -3.363 -4.005 -0.946
F -4.556 -3.463 -1.188
C -2.217 -3.251 -1.025
F -2.331 -1.952 -1.363
C -0.958 -3.727 -0.769
S 0.486 -2.734 -0.888
C -0.871 -5.072 -0.442
F 0.315 -5.619 -0.193
C -1.997 -5.870 -0.361
F -1.886 -7.151 -0.039
*
```

=====

Record 6
Molecular formula: C2H4ClFS
Method: DFT, ωB97M-V/def2-TZVPD

Summary:
HOMO level (alpha / beta) (eV): -8.315 / -9.067
Maximum force (eV/Å): 2.83
ΔE to the lowest compared entry with this formula, charge and spin (kJ/mol): 391.6

ORCA input file:
```
! RIJCOSX wB97M-V def2-TZVPD def2/J DEFGRID3
* xyz 0 1
C 1.524 -0.415 0.349
C -1.124 0.043 0.155
F -1.477 0.082 1.437
S -1.474 1.639 -0.515
Cl -1.725 -1.259 -0.696
H 2.026 -0.317 1.370
H 1.404 -1.410 -0.074
H 2.062 0.301 -0.325
H -1.214 1.336 -1.703
*
```

=====

Record 7
Molecular formula: C5H12O
Method: DFT, ωB97M-V/def2-TZVPD

Summary:
HOMO level (eV): -9.327
SMILES string: C/C=C/CC.O
Maximum force (eV/Å): 2.68
ΔE to the lowest compared entry with this formula, charge and spin (kJ/mol): 181.2

ORCA input file:
```
! RIJCOSX wB97M-V def2-TZVPD def2/J DEFGRID3
* xyz 0 1
C 2.422 -1.622 -0.110
C 0.974 -1.235 0.105
C 0.521 0.028 -0.012
C -0.974 0.417 0.180
C -1.294 0.837 1.601
H 2.527 -2.670 -0.438
H 3.006 -1.482 0.815
H 2.839 -0.965 -0.892
H 0.256 -2.042 0.300
H 1.271 0.772 -0.310
H -1.257 1.270 -0.466
H -1.701 -0.398 -0.001
H -1.316 -0.070 2.228
H -2.241 1.386 1.743
H -0.462 1.478 1.940
O -1.207 1.538 -2.450
H -1.302 1.598 -1.473
H -2.061 1.160 -2.760
*
```

=====

Record 8
Molecular formula: C20H46N2O11Zn
Method: DFT, ωB97M-V/def2-TZVPD

Summary:
HOMO level (eV): -14.069
Maximum force (eV/Å): 5.80
ΔE to the lowest compared entry with this formula, charge and spin (kJ/mol): 1442.9

ORCA input file:
```
! RIJCOSX wB97M-V def2-TZVPD def2/J DEFGRID3
* xyz 2 1
Zn 25.103 -21.219 0.332
C 22.227 -25.024 4.705
C 21.479 -24.231 3.663
C 19.961 -23.983 4.176
O 19.161 -23.321 3.145
C 17.773 -23.055 3.474
N 22.132 -22.924 3.583
H 23.261 -25.187 4.399
H 21.709 -25.959 4.919
H 22.315 -24.638 5.721
H 21.455 -24.767 2.714
H 20.033 -23.421 5.108
H 19.490 -24.911 4.498
H 17.668 -22.494 4.403
H 17.250 -23.973 3.744
H 17.361 -22.434 2.679
H 22.449 -22.810 4.535
H 21.264 -22.408 3.629
C 30.044 -19.503 3.110
C 29.292 -20.378 2.100
C 29.066 -21.836 2.606
O 28.301 -22.396 1.509
C 28.838 -23.655 1.013
N 28.035 -19.710 1.837
H 29.580 -19.446 4.095
H 29.994 -18.438 2.880
H 31.058 -19.878 3.254
H 29.864 -20.353 1.172
H 28.503 -21.711 3.531
H 29.914 -22.382 3.019
H 29.925 -23.583 1.055
H 28.547 -23.974 0.012
H 28.533 -24.414 1.733
H 27.623 -19.458 2.724
H 28.181 -18.777 1.479
C 18.748 -25.840 -2.658
C 19.528 -24.982 -3.674
O 20.724 -25.619 -4.138
C 21.822 -25.377 -3.555
O 22.062 -24.512 -2.678
O 22.730 -26.259 -4.005
C 22.522 -27.415 -4.860
H 17.850 -25.238 -2.520
H 19.371 -26.037 -1.786
H 18.534 -26.845 -3.020
H 19.713 -23.956 -3.356
H 18.952 -24.744 -4.568
H 22.567 -27.111 -5.906
H 21.535 -27.863 -4.752
H 23.224 -28.182 -4.532
C 30.877 -17.766 -5.665
C 30.816 -19.289 -5.654
O 29.912 -19.718 -4.723
C 28.578 -19.650 -5.070
O 27.700 -20.009 -4.283
O 28.383 -19.390 -6.456
C 27.194 -19.325 -7.086
H 31.522 -17.401 -6.463
H 31.333 -17.354 -4.764
H 29.915 -17.272 -5.804
H 31.775 -19.636 -5.268
H 30.632 -19.772 -6.613
H 27.382 -19.061 -8.126
H 26.403 -18.668 -6.725
H 26.766 -20.327 -7.078
C 19.079 -18.905 -6.027
C 18.894 -18.235 -4.686
O 20.052 -18.347 -3.849
C 20.133 -18.038 -2.570
O 20.998 -18.419 -1.776
O 19.016 -17.287 -2.264
C 18.841 -16.929 -0.897
H 18.144 -18.744 -6.564
H 19.207 -19.985 -5.955
H 19.941 -18.340 -6.380
H 17.983 -18.567 -4.188
H 18.715 -17.177 -4.878
H 18.935 -17.828 -0.287
H 17.903 -16.395 -0.749
H 19.603 -16.222 -0.568
*
```